{"formula": "C14H11N4O5", "method": "ωB97M-V/def2-TZVPD", "symbols": ["C", "C", "C", "C", "C", "C", "C", "C", "C", "O", "H", "H", "H", "H", "H", "H", "H", "H", "H", "O", "N", "C", "C", "C", "N", "O", "O", "N", "C", "N", "C", "O", "H", "H"], "coordinates": [[-0.37047, 0.08290, 3.00082], [0.53675, 0.05274, 1.80381], [0.04420, 0.65386, 0.55856], [1.00632, 1.28257, -0.34914], [2.17486, 0.61189, -0.78409], [2.97839, 1.15832, -1.78139], [2.67323, 2.41843, -2.30794], [1.56078, 3.13121, -1.83066], [0.71129, 2.55674, -0.89646], [1.62066, -0.56248, 1.87147], [-1.36693, 0.44909, 2.75941], [-0.45097, -0.92297, 3.42147], [0.04723, 0.73460, 3.77230], [-0.94837, 1.11267, 0.59227], [2.40677, -0.36173, -0.36527], [3.84558, 0.59576, -2.12672], [3.32073, 2.85707, -3.06662], [1.34675, 4.14403, -2.18907], [-0.21492, 3.04675, -0.56514], [-1.85027, 1.33353, -1.65861], [-2.67225, 0.47812, -1.23224], [-2.18392, -0.74770, -0.67365], [-0.79445, -1.00876, -0.60780], [-0.48199, -2.24174, -0.02282], [0.76706, -2.78257, 0.31022], [1.89381, -2.52176, -0.05606], [0.54908, -3.70238, 1.33492], [-0.83234, -3.80206, 1.65326], [-1.43128, -2.89397, 0.83242], [-2.68933, -2.47815, 0.96695], [-3.06918, -1.50925, 0.13187], [-3.90791, 0.67307, -1.27957], [-0.09222, -0.60216, -1.33509], [-4.12668, -1.23568, 0.11857]], "atomic_forces_ev_per_a": [[-0.3, -0.1, 0.3], [1.0, -1.0, -0.7], [-0.3, -0.6, 0.3], [0.3, 0.3, -0.8], [-0.5, 0.2, 0.0], [-0.3, 0.5, 0.2], [0.1, 0.0, 0.2], [0.1, 0.0, -0.1], [0.1, -0.6, 0.4], [-1.4, 1.1, 0.2], [0.0, 0.0, 0.0], [0.1, 0.1, 0.0], [0.1, 0.0, -0.1], [0.6, 0.3, 0.3], [-0.1, 0.2, -0.1], [-0.2, 0.2, 0.0], [-0.2, -0.1, 0.1], [0.1, -0.4, 0.0], [0.5, -0.1, -0.2], [-1.1, -1.6, 0.7], [-0.1, 0.7, -0.7], [-1.1, 0.2, 0.2], [1.9, 2.2, -0.8], [1.7, -2.2, 2.2], [-2.7, 1.5, -0.1], [-0.2, -0.7, -0.1], [-0.4, -0.2, -0.7], [-0.2, 1.6, -1.6], [2.8, -0.6, 1.4], [-2.0, 0.2, -1.0], [0.5, -0.1, 0.5], [1.3, -0.2, 0.1], [-0.5, -0.2, -0.2], [0.3, 0.0, 0.2]], "e_tot_ha": -1135.1096, "orbital_gap_ev": 6.40, "spin_multiplicity": 1, "total_charge": -1, "largest_force_ev_per_a": 3.58}


{"formula": "C14H12AuClNO4S", "method": "ωB97M-V/def2-TZVPD", "symbols": ["Au", "O", "N", "C", "C", "C", "C", "C", "S", "H", "H", "H", "H", "C", "C", "C", "C", "Cl", "C", "C", "C", "O", "C", "C", "O", "O", "H", "H", "H", "H", "H", "H", "H", "H"], "coordinates": [[1.51233, -1.06738, 0.53875], [-0.19897, -2.84408, 0.35455], [-1.24087, -2.60268, 1.06805], [-2.16277, -3.57708, 1.18425], [-3.33417, -3.42838, 1.88635], [-3.59597, -2.20448, 2.49925], [-2.64617, -1.21898, 2.40485], [-1.44597, -1.40488, 1.70705], [-0.31287, -0.13738, 1.67175], [-1.91137, -4.48818, 0.66225], [-4.02877, -4.25158, 1.95045], [-4.51587, -2.02908, 3.03595], [-2.78067, -0.25298, 2.86335], [-0.69007, 0.63062, -2.48955], [-0.09807, 1.52722, -1.44755], [-0.86147, 2.45072, -0.75895], [-0.28977, 3.22062, 0.24005], [-1.27727, 4.33812, 1.11935], [1.04753, 3.09682, 0.55595], [1.82773, 2.19302, -0.14375], [1.26753, 1.39592, -1.13555], [1.94833, 0.45572, -1.84405], [3.36153, 0.50432, -1.87795], [4.16663, -0.26728, -0.76735], [5.36073, 0.00072, -0.74295], [3.57053, -1.11368, -0.05415], [-1.74337, 0.84822, -2.65235], [-0.58177, -0.40538, -2.16975], [-0.14677, 0.74242, -3.42695], [-1.91097, 2.56552, -0.98795], [1.47393, 3.68132, 1.35565], [2.86653, 2.07292, 0.12025], [3.72653, 1.53762, -1.89305], [3.64403, 0.03172, -2.82615]], "atomic_forces_ev_per_a": [[0.5, 0.5, 0.5], [0.3, -0.3, -0.3], [-0.4, 0.2, 0.3], [-0.6, -0.5, 0.1], [0.1, 0.1, 0.0], [0.1, 0.0, 0.0], [-0.2, -0.3, 0.0], [0.0, 0.2, 0.1], [0.4, -0.1, -0.2], [0.1, 0.1, 0.0], [0.0, -0.1, -0.1], [-0.1, 0.0, 0.1], [-0.1, 0.1, 0.1], [0.1, 0.0, 0.1], [0.3, -0.1, -0.1], [0.2, 0.0, 0.0], [0.2, -0.1, -0.1], [-0.2, 0.3, 0.2], [-0.2, 0.0, 0.0], [0.2, -0.3, -0.2], [-0.2, 0.4, 0.0], [-0.2, 0.2, -0.2], [0.6, -0.2, 0.2], [-0.4, 0.8, -0.7], [0.4, 0.1, -0.1], [-0.6, -0.7, 0.4], [-0.1, 0.0, 0.0], [0.0, -0.1, 0.0], [0.0, -0.1, -0.1], [-0.1, 0.0, 0.0], [0.0, 0.1, 0.1], [0.1, 0.0, 0.0], [-0.1, -0.1, 0.0], [0.0, 0.1, 0.2]], "relative_energy_kcal_mol": 1.21, "e_tot_ha": -1890.5345, "orbital_gap_ev": 7.34, "spin_multiplicity": 1, "total_charge": -1, "largest_force_ev_per_a": 1.12}


{"formula": "C14H12BrCrF5IN3OS2Te", "method": "ωB97M-V/def2-TZVPD", "symbols": ["Cr", "C", "S", "C", "S", "N", "N", "C", "C", "C", "C", "C", "C", "N", "H", "H", "H", "H", "H", "H", "H", "H", "Br", "C", "C", "C", "C", "C", "C", "I", "H", "H", "H", "H", "F", "Te", "F", "F", "F", "F", "O"], "coordinates": [[-0.67320, -0.07029, -0.48281], [-1.00638, -5.15039, 2.93673], [-0.36279, -3.47735, 3.18635], [-1.33724, -2.46155, 2.16432], [-2.50012, -3.24832, 1.14141], [-1.15760, -1.20367, 2.37555], [-1.48096, -0.25804, 1.44055], [-2.09747, 0.78955, 1.84950], [-2.18910, 1.93358, 0.94458], [-2.89500, 3.08307, 1.24968], [-2.89323, 4.12207, 0.32691], [-2.19058, 3.97963, -0.85651], [-1.50097, 2.79883, -1.08875], [-1.49896, 1.80783, -0.20411], [-0.92886, -5.65116, 3.89870], [-0.41004, -5.67227, 2.19336], [-2.05757, -5.17653, 2.65496], [-2.50835, 0.83604, 2.85258], [-3.43496, 3.15896, 2.18271], [-3.43747, 5.03279, 0.53514], [-2.17368, 4.76368, -1.59898], [-0.94457, 2.62362, -2.00064], [4.86854, 0.58458, 2.15067], [4.57326, 0.51061, 0.29066], [5.67781, 0.46609, -0.54937], [5.50344, 0.41377, -1.92184], [4.22713, 0.40605, -2.46384], [3.11770, 0.45192, -1.63521], [3.29897, 0.50359, -0.26144], [1.63178, 0.57351, 1.00691], [6.66960, 0.47411, -0.12048], [6.37040, 0.37899, -2.56678], [4.08859, 0.36486, -3.53534], [2.12332, 0.43710, -2.05592], [-1.83923, -0.24724, -4.24379], [-1.57850, -1.47808, -2.86804], [-3.24829, -2.23473, -3.27311], [-0.01638, 0.15880, -2.25925], [-3.37034, -1.98168, 0.68201], [-0.15725, -1.83633, -0.60979], [-2.26145, -0.50599, -1.46726]], "atomic_forces_ev_per_a": [[0.0, -0.1, 0.3], [0.0, -0.1, -0.1], [-0.1, 0.0, 0.0], [-0.1, 0.1, 0.3], [0.1, 0.1, -0.2], [0.2, -0.2, -0.2], [-0.3, 0.4, 0.0], [0.0, -0.2, 0.0], [0.0, 0.1, 0.0], [0.0, -0.1, -0.1], [0.0, 0.0, 0.0], [0.0, 0.0, 0.0], [0.0, 0.0, 0.0], [0.1, 0.0, 0.0], [0.1, 0.0, 0.0], [0.0, 0.0, 0.0], [0.0, 0.1, 0.1], [0.0, 0.0, 0.0], [0.0, 0.0, 0.0], [0.0, 0.0, 0.0], [0.0, 0.0, 0.0], [0.0, 0.0, 0.0], [0.0, 0.0, 0.0], [0.0, 0.0, 0.0], [0.0, 0.0, 0.0], [0.0, 0.0, 0.0], [0.0, 0.0, 0.0], [0.0, 0.0, 0.0], [0.1, 0.0, 0.0], [0.0, 0.0, 0.0], [0.0, 0.0, 0.0], [0.0, 0.0, 0.0], [0.0, 0.0, 0.0], [0.0, 0.0, 0.0], [0.0, 0.0, 0.1], [-0.2, 0.3, -0.1], [0.2, 0.0, 0.1], [0.2, 0.0, -0.1], [0.0, -0.1, 0.0], [0.0, 0.0, -0.1], [-0.1, -0.4, -0.2]], "relative_energy_kcal_mol": 0.00, "e_tot_ha": -6259.9589, "orbital_gap_ev": [7.65, 7.40], "spin_multiplicity": 4, "total_charge": 1, "largest_force_ev_per_a": 0.49}


{"formula": "C14H12BrCuN4O2SSe", "method": "ωB97M-V/def2-TZVPD", "symbols": ["Cu", "N", "C", "N", "S", "H", "H", "H", "H", "Br", "C", "C", "C", "C", "C", "C", "C", "O", "O", "H", "H", "H", "H", "Se", "N", "C", "C", "C", "C", "C", "C", "N", "H", "H", "H", "H"], "coordinates": [[-0.12725, 0.35942, -0.07664], [0.74225, -2.61577, -1.71722], [0.22942, -2.72603, -0.48675], [0.84084, -3.57924, 0.35971], [-1.11909, -1.83634, -0.01280], [1.58423, -3.08685, -2.00145], [0.34088, -1.92137, -2.32750], [1.49956, -4.26528, 0.02930], [0.37971, -3.75104, 1.23635], [0.16081, 0.70267, -2.87287], [-1.70998, 0.31959, -2.93837], [-2.11540, -0.66968, -3.82327], [-3.45498, -1.01041, -3.88871], [-4.37099, -0.33959, -3.09052], [-3.94379, 0.66652, -2.24428], [-2.59720, 1.01022, -2.13418], [-2.23532, 2.13283, -1.16243], [-2.79464, 3.20516, -1.33421], [-1.43455, 1.83955, -0.21287], [-1.38876, -1.15503, -4.46175], [-3.78038, -1.78640, -4.56847], [-5.42116, -0.59120, -3.13942], [-4.65342, 1.22475, -1.64796], [3.12236, -0.62248, 0.52515], [1.81782, 0.60174, 0.53448], [2.37413, 1.78954, 0.39655], [1.64562, 3.02123, 0.31204], [2.35626, 4.16298, 0.17437], [3.79664, 4.16785, 0.11501], [4.51768, 3.02722, 0.17992], [3.81700, 1.78235, 0.31530], [4.39912, 0.60589, 0.37346], [0.56080, 2.99624, 0.32608], [1.84010, 5.11057, 0.09891], [4.29946, 5.11935, 0.00908], [5.59712, 3.01363, 0.13136]], "atomic_forces_ev_per_a": [[-0.3, -0.2, 0.2], [0.0, -0.1, 0.0], [0.1, 0.0, -0.1], [0.0, -0.1, 0.0], [0.1, 0.2, 0.1], [0.0, 0.0, 0.0], [0.0, 0.0, 0.0], [0.0, 0.0, 0.0], [0.0, 0.0, 0.0], [0.1, 0.1, -0.1], [-0.1, -0.1, 0.0], [0.1, 0.0, 0.0], [0.0, 0.0, 0.0], [0.0, 0.0, 0.0], [0.0, 0.1, 0.1], [0.0, 0.0, 0.0], [-0.2, 0.0, 0.0], [0.0, 0.0, 0.0], [0.4, -0.1, 0.1], [0.0, 0.0, 0.0], [0.0, 0.0, 0.0], [0.0, 0.0, 0.0], [0.0, 0.0, 0.0], [0.0, 0.4, 0.1], [-0.3, -0.1, -0.3], [-0.1, 0.1, 0.1], [0.0, 0.0, 0.0], [0.0, 0.0, 0.0], [0.0, -0.1, 0.0], [0.0, 0.0, 0.0], [0.1, 0.1, 0.1], [0.0, -0.3, 0.0], [0.0, 0.0, 0.0], [0.0, 0.0, 0.0], [0.0, 0.0, 0.0], [0.0, 0.0, 0.0]], "relative_energy_kcal_mol": 12.81, "e_tot_ha": -7924.3632, "orbital_gap_ev": 6.80, "spin_multiplicity": 1, "largest_force_ev_per_a": 0.48}


{"formula": "C14H12Cl2N2O2S", "method": "ωB97M-V/def2-TZVPD", "symbols": ["O", "C", "N", "C", "C", "C", "C", "Cl", "C", "Cl", "C", "N", "C", "C", "S", "C", "C", "C", "C", "C", "O", "H", "H", "H", "H", "H", "H", "H", "H", "H", "H", "H", "H"], "coordinates": [[-0.25704, 2.33577, 0.83621], [0.03772, 1.28386, 0.31542], [-0.86652, 0.31580, -0.06622], [-2.25603, 0.39115, -0.03329], [-2.95163, 1.56121, 0.26397], [-4.33235, 1.56371, 0.25634], [-5.04435, 0.41297, -0.04692], [-6.76794, 0.43619, -0.05304], [-4.35316, -0.75714, -0.34459], [-5.20622, -2.20475, -0.72473], [-2.97009, -0.76703, -0.33791], [1.34551, 0.92307, 0.09714], [2.41979, 1.77749, 0.55602], [3.21140, 2.18354, -0.67718], [3.27939, 0.67257, -1.69213], [1.79558, -0.07730, -0.82658], [2.17397, -1.36075, -0.17702], [1.87873, -2.65041, -0.51896], [2.50202, -3.46676, 0.45446], [3.12597, -2.61417, 1.31040], [2.93429, -1.34019, 0.93706], [-0.50082, -0.59775, -0.29132], [-2.40677, 2.45686, 0.50859], [-4.87053, 2.46878, 0.48779], [-2.45066, -1.68432, -0.57113], [3.05559, 1.21221, 1.24541], [1.98506, 2.63647, 1.06820], [2.70162, 2.95918, -1.24868], [4.22680, 2.49359, -0.44621], [1.06236, -0.27048, -1.61557], [1.30000, -2.97476, -1.35960], [2.48430, -4.53550, 0.50388], [3.71403, -2.78312, 2.19020]], "atomic_forces_ev_per_a": [[-0.3, 0.3, 0.1], [0.1, -0.3, 0.0], [0.3, -0.3, -0.2], [-0.5, 0.1, 0.0], [0.1, 0.1, 0.0], [-0.1, -0.3, -0.1], [0.1, -0.1, 0.0], [-0.1, 0.1, 0.0], [0.0, 0.2, 0.1], [0.0, -0.2, 0.0], [0.0, 0.2, 0.1], [0.1, 0.1, 0.0], [0.1, 0.3, 0.3], [-0.1, -0.2, -0.3], [-0.2, 0.0, 0.2], [0.6, -0.1, -0.4], [-0.6, -0.6, -0.6], [0.0, 0.8, 0.1], [0.4, 0.2, 0.5], [-0.1, -1.0, -0.1], [0.0, 0.6, 0.0], [0.0, 0.1, 0.1], [0.0, 0.0, 0.0], [-0.1, 0.1, 0.0], [0.0, -0.1, 0.0], [0.0, 0.1, -0.1], [0.1, -0.1, 0.0], [0.0, 0.1, 0.1], [0.0, 0.0, 0.1], [0.0, 0.0, 0.2], [-0.2, 0.0, -0.2], [0.0, -0.2, 0.1], [0.1, 0.1, 0.1]], "e_tot_ha": -2119.2759, "orbital_gap_ev": 9.02, "spin_multiplicity": 1, "smiles": "O=C(Nc1ccc(Cl)c(Cl)c1)N1CCS[C@H]1c1ccco1", "largest_force_ev_per_a": 1.05}


{"formula": "C14H12FIIrN2S", "method": "ωB97M-V/def2-TZVPD", "symbols": ["Ir", "S", "C", "C", "C", "C", "C", "N", "H", "H", "H", "H", "C", "C", "C", "C", "C", "C", "C", "C", "N", "H", "H", "H", "H", "H", "H", "I", "C", "H", "H", "F"], "coordinates": [[-0.13090, 0.08460, -0.85330], [0.46940, 2.70060, -0.86120], [-1.15890, 2.83170, -0.38090], [-1.83200, 4.05800, -0.25900], [-3.13110, 4.06580, 0.18380], [-3.74610, 2.85580, 0.50800], [-3.02780, 1.68860, 0.34490], [-1.77560, 1.66450, -0.09680], [-1.30870, 4.96310, -0.52230], [-3.66680, 4.99950, 0.28180], [-4.75870, 2.82260, 0.87670], [-3.47110, 0.73090, 0.58060], [1.87740, -0.20980, 0.21300], [1.89300, -1.46430, 0.88220], [2.04310, -2.68180, 0.16970], [1.99750, -3.89150, 0.80250], [1.81700, -3.96210, 2.19700], [1.70060, -2.76660, 2.92780], [1.72690, -1.55910, 2.28610], [1.74980, -5.19960, 2.84150], [1.70680, -6.22510, 3.36680], [2.45270, -0.15640, -0.70990], [2.01270, 0.65770, 0.85410], [2.16260, -2.63300, -0.90340], [2.08750, -4.81150, 0.24060], [1.59300, -2.81730, 4.00390], [1.62570, -0.64600, 2.85610], [-3.34640, -2.05590, -0.03050], [-1.20330, -1.78040, -0.15420], [-0.83820, -2.17490, 0.79250], [-0.91140, -2.47290, -0.94790], [0.36720, -0.39790, -2.78880]], "atomic_forces_ev_per_a": [[-0.9, 0.6, 1.3], [0.6, -0.8, -0.6], [0.1, -0.1, 0.0], [-0.2, 0.0, 0.0], [0.1, -0.1, 0.0], [0.0, 0.0, 0.0], [-0.5, -0.1, 0.2], [0.8, -0.3, 0.3], [0.1, 0.1, 0.0], [-0.1, 0.1, 0.0], [-0.1, 0.0, 0.0], [0.0, 0.0, 0.0], [-2.1, 1.3, -2.0], [0.0, -1.8, 0.9], [-0.1, 0.9, 0.1], [-0.1, -0.4, 0.6], [0.1, 1.6, -0.7], [0.0, -0.8, 0.0], [0.1, 0.5, -0.8], [0.0, -1.3, 0.7], [0.0, 0.1, 0.0], [0.3, 0.0, 0.2], [-0.1, 0.0, -0.1], [0.0, 0.0, -0.1], [0.0, 0.0, 0.0], [-0.1, 0.0, 0.0], [0.0, 0.1, 0.0], [0.2, 0.3, -0.1], [1.8, 0.8, -1.4], [-0.1, 0.2, 0.0], [-0.2, -0.2, 0.2], [0.3, -0.4, 1.4]], "relative_energy_kcal_mol": 63.58, "e_tot_ha": -1550.2766, "orbital_gap_ev": [6.82, 6.73], "spin_multiplicity": 1, "total_charge": -1, "largest_force_ev_per_a": 3.15}